DFT (ωB97M-V/def2-TZVPD) results for a molecular structure, C27H42FGaN3O7PS2.

Geometry as XYZ:
```
84
Properties=species:S:1:pos:R:3:lowdin_charge:R:1
Ga -0.9556 -2.7231 -1.5436 0.00
C -3.4258 -3.3952 -3.4861 0.01
O -2.0296 -3.4641 -3.1236 -0.27
C -1.1890 -4.2029 -4.0533 -0.11
C 0.0276 -3.3241 -4.3593 -0.08
O 0.5024 -2.8222 -3.0653 -0.27
C 1.6048 -1.9418 -3.2318 -0.07
H -3.7605 -4.4444 -3.6771 0.13
H -3.5711 -2.7319 -4.3395 0.11
H -3.9418 -2.9773 -2.5968 0.11
H -1.7069 -4.3766 -4.9891 0.14
H -0.8753 -5.1034 -3.5519 0.11
H -0.2418 -2.4574 -4.9334 0.14
H 0.8130 -3.9017 -4.7923 0.14
H 2.3692 -2.3545 -3.8811 0.11
H 2.0742 -1.7061 -2.2543 0.07
H 1.2522 -1.0043 -3.6182 0.08
F 2.0868 3.2226 -2.3557 0.10
C 1.0086 2.9117 -1.6196 -0.21
C 0.3352 1.7729 -1.9301 0.11
C -0.7704 1.3994 -1.1479 -0.04
C -1.3839 0.0998 -1.2918 -0.28
O -0.9545 -0.7932 -2.0683 -0.01
C -2.4448 -0.1534 -0.3957 -0.02
C -2.9068 0.8218 0.4674 0.08
N -2.4051 2.0562 0.5221 0.04
C -2.8518 3.0206 1.5436 -0.28
C -4.2818 3.2781 1.7396 -0.06
C -3.4003 4.2703 1.0274 -0.11
C -1.2328 2.3124 -0.2045 -0.11
C -0.5604 3.4882 0.0579 0.07
C 0.6394 3.7677 -0.5999 -0.13
N 1.4164 4.9444 -0.3013 -0.08
C 0.6607 6.0196 0.3641 -0.14
C 1.4726 7.3011 0.4520 -0.09
N 2.8072 7.0506 1.0354 0.06
C 3.5325 5.8804 0.4143 -0.09
C 2.6631 4.6891 0.3943 -0.15
C -3.1837 -1.4286 -0.2635 -0.57
O -4.2272 -1.4471 0.3592 0.10
O -2.6272 -2.5047 -0.7113 -0.04
H 0.6589 1.0958 -2.7079 0.13
H -3.8119 0.5869 1.0641 0.17
H -2.1765 3.0673 2.4007 0.17
H -4.6718 3.5547 2.7104 0.12
H -5.0539 2.8699 1.0897 0.13
H -3.1382 5.2469 1.4952 0.13
H -3.5020 4.2926 -0.0692 0.13
H -0.8764 4.2174 0.8286 0.11
H 0.4322 5.6924 1.4005 0.13
H -0.2873 6.2226 -0.1628 0.16
H 0.9523 7.9591 1.1575 0.15
H 1.5103 7.8578 -0.4666 0.14
H 2.7423 6.8807 2.0325 0.18
H 3.3956 7.9063 0.9493 0.21
H 4.4587 5.7630 0.9827 0.15
H 3.8069 6.2752 -0.5901 0.16
H 2.3851 4.3850 1.4037 0.14
H 3.2713 3.8747 -0.0316 0.16
C 0.2440 -2.7265 3.8532 -0.04
C -0.5210 -3.7885 3.0313 -0.37
C -1.8164 -3.3070 2.4107 -0.05
O 0.4602 -4.2404 2.0347 -0.30
P 0.7419 -3.9858 0.4990 0.05
S -0.5322 -4.9412 -0.7528 0.59
S 0.8006 -1.9820 0.0792 0.53
O 2.0802 -4.7370 0.3265 -0.28
C 3.2955 -4.6385 1.1486 -0.41
C 3.2190 -5.7503 2.1618 -0.04
C 3.4197 -3.2766 1.7748 -0.07
H -0.3566 -2.2995 4.6341 0.08
H 0.6025 -1.9760 3.1629 0.06
H 1.1314 -3.1949 4.2728 0.08
H -0.7145 -4.6599 3.6955 0.16
H -1.7633 -2.3657 1.8830 0.05
H -2.5687 -3.1586 3.1909 0.10
H -2.2656 -4.0245 1.7206 0.08
H 4.1034 -4.7571 0.3976 0.16
H 2.3864 -5.6077 2.8471 0.08
H 4.1775 -5.7970 2.7014 0.10
H 3.1242 -6.7242 1.6049 0.11
H 2.6131 -3.1154 2.4957 0.06
H 3.3304 -2.5318 1.0181 0.03
H 4.3749 -3.2113 2.3302 0.11
```

Results
lowest unoccupied orbital energy = -5.144 eV
E_HOMO = -13.1 eV
charge = +2
maximum force = 2.28 eV Å⁻¹
E_tot = -4907.00994 Eh
HOMO-LUMO gap = 0.2915 hartree
energy relative to the best compared isomer or geometry (same formula, charge and spin) = 0.0 kJ/mol